# 1
The following is a DFT calculation (ωB97M-V with the def2-TZVPD basis set) of a single C4H10N4 molecule.

```
! RIJCOSX wB97M-V def2-TZVPD def2/J DEFGRID3
* xyz 0 1
N 2.32 -0.58 -0.11
N -0.07 -0.20 -0.01
N 3.58 -0.08 0.25
N -2.40 -0.23 -0.18
C -1.38 0.55 -0.05
C -1.54 1.95 0.13
C 1.26 0.28 -0.35
C -2.34 -1.67 0.14
H -2.68 2.24 0.08
H -0.98 2.52 -0.58
H 4.26 0.35 -0.54
H 3.66 0.17 1.15
H 2.21 -1.40 -0.39
H 1.43 1.29 -0.44
H -2.39 -1.95 1.41
H -2.99 -2.21 -0.53
H -1.44 -2.10 -0.19
H -1.07 1.99 1.24
*
```

Energy in eV: -10264.9390
Highest occupied orbital energy in eV: -8.1
Orbital gap in eV: 8.697



# 2
The following is a DFT calculation (ωB97M-V with the def2-TZVPD basis set) of a molecular structure, C11H11Cl3N4O6SSr.

```
! RIJCOSX wB97M-V def2-TZVPD def2/J DEFGRID3
* xyz 0 1
Sr 0.20 0.53 -1.81
Cl 3.14 0.77 -3.05
Cl 1.60 -1.69 -3.47
Cl -0.15 3.06 -2.16
S -2.02 -0.91 -3.05
O -0.10 4.46 -2.36
O 0.70 2.64 -1.04
O -1.50 2.59 -1.86
O -1.16 -0.13 1.44
O 1.65 -0.36 -0.45
O 0.31 2.31 -3.32
N -3.55 0.62 -1.52
N 0.86 -0.37 0.66
N -3.13 -1.51 -0.67
N -0.40 -0.13 0.47
C -2.95 -0.60 -1.66
C 2.79 -0.13 2.07
C 3.49 -0.41 3.24
C 1.63 -1.69 4.06
C 3.03 -0.75 -3.95
C -4.33 0.14 0.62
C -3.78 -1.14 0.41
C 1.51 -0.64 1.92
C -4.19 1.01 -0.40
C 0.91 -1.41 2.90
C 2.91 -1.19 4.23
H -4.56 2.03 -0.38
H -3.34 1.29 -2.24
H 3.46 -1.41 5.13
H 2.95 -0.53 -5.00
H -3.87 -1.89 1.19
H 4.49 -0.02 3.36
H -0.09 -1.78 2.76
H 3.23 0.45 1.27
H 1.17 -2.30 4.83
H 3.91 -1.35 -3.73
H -4.82 0.41 1.55
*
```

Energy in eV: -79060.2043
Highest occupied orbital energy in eV: -8.1
Orbital gap in eV: 7.638



# 3
The following is a DFT calculation (ωB97M-V with the def2-TZVPD basis set) of a gas-phase ion, C4H7N3P (charge +1).

```
! RIJCOSX wB97M-V def2-TZVPD def2/J DEFGRID3
* xyz 1 1
P 1.44 -1.71 0.24
N 4.18 0.62 -0.45
N 1.00 1.06 0.31
N -1.95 -0.43 -0.49
C 3.08 0.41 -0.25
C -0.33 1.12 0.71
C 1.71 0.07 0.06
C -1.11 -0.24 0.74
H -2.98 -0.45 -0.43
H -0.89 1.65 -0.03
H 0.98 -1.63 -1.14
H -1.76 0.08 -1.44
H -1.81 -1.42 -1.01
H -0.11 1.63 1.62
H -1.44 -0.77 1.56
*
```

Energy in eV: -18007.7724
Highest occupied orbital energy (spin up / spin down) in eV: -13.9 / -13.4
Orbital gap (spin up / spin down) in eV: 8.123 / 7.575



# 4
The following is a DFT calculation (ωB97M-V with the def2-TZVPD basis set) of 2 unconnected molecules or ions with the total composition C4H12N2O3.

```
! RIJCOSX wB97M-V def2-TZVPD def2/J DEFGRID3
* xyz 0 1
O -0.63 -1.89 2.05
O -0.04 2.32 -2.05
O 2.15 -1.68 0.28
N -0.63 1.02 1.56
N 1.28 0.53 -1.62
C -0.53 0.00 0.53
C 0.07 1.18 -1.61
C -1.32 -1.23 0.95
C -1.05 0.54 -0.82
H -0.55 -1.25 2.76
H 0.43 -0.47 0.39
H -1.97 1.10 -0.71
H 1.39 -0.37 -1.20
H -2.36 -1.09 1.22
H -1.29 -2.03 0.20
H 3.05 -1.98 0.28
H 2.07 1.01 -2.00
H -1.33 -0.34 -1.42
H 0.08 0.86 2.24
H 1.78 -1.82 1.16
H -0.73 1.98 1.25
*
```

Energy in eV: -13465.4170
Highest occupied orbital energy in eV: -9.3
Orbital gap in eV: 9.729



Listing relative energy (zero: lowest compared OMol25 entry of this formula, charge and spin) for the structures above in their given order: 5.912 2.272 3.465 0.884 eV.
Listing F_max for the structures above in their given order: 10.5 4.0 5.2 2.3 eV/Å.